Record 1
Formula: C15H16F4N4OS7Sr
Source: the OMol25 dataset
Level of theory: wB97M-V/def2-TZVPD

Atoms and positions in Å:
Sr 0.0128 1.2880 -0.6890
C -4.9468 5.2823 -0.7860
S -4.3374 4.4435 -2.2681
C -3.4423 3.0647 -1.5390
S -3.1808 2.9936 0.1673
N -3.1663 2.2350 -2.5307
N -2.3934 1.1759 -2.1434
C -2.3513 0.1755 -2.8942
C -1.5491 -1.0087 -2.5346
C -1.0541 -1.8343 -3.5369
C -0.5958 -3.0948 -3.1447
C -0.5336 -3.4184 -1.7783
C -0.8644 -2.4421 -0.8521
N -1.3810 -1.2695 -1.2208
H -5.3214 6.2581 -1.1081
H -4.1183 5.4149 -0.0985
H -5.7483 4.7008 -0.3523
H -2.9075 0.1437 -3.8393
H -1.0957 -1.5073 -4.5545
H -0.1896 -3.7907 -3.8640
H -0.1350 -4.3905 -1.4341
H -0.6459 -2.6030 0.2082
F 0.6663 0.9643 -3.0519
F 1.8912 3.6881 1.8166
C 1.0729 3.8199 0.6348
F 1.9664 4.4559 -0.2270
F 0.2602 4.8615 1.0433
C 1.1789 0.7914 3.5763
C -0.1418 0.9996 2.9044
N -0.6379 2.2625 2.8507
O -0.8525 0.0736 2.5084
H 1.1150 0.9507 4.6584
H 1.9374 1.4577 3.1872
H 1.5324 -0.2272 3.3843
H 0.0346 3.0302 2.7518
H -1.5251 2.3691 2.3532
C 4.2565 -2.8184 3.1095
S 2.5871 -3.3727 2.7562
C 2.7779 -3.6165 1.0255
C 2.8047 -2.6345 0.0802
S 2.6793 -0.9350 0.2023
S 3.1168 -3.2848 -1.5035
C 3.2051 -4.9977 -1.1264
S 3.3275 -6.1946 -2.2889
S 3.0288 -5.2706 0.5367
H 4.2652 -2.4982 4.1626
H 4.4965 -2.0048 2.4226
H 4.9015 -3.6862 3.0258

Output
net charge = -2
energy above the lowest of the compared OMol25 structures with the same formula, charge and spin = 0.000 eV
gap between HOMO and LUMO = 6.733 eV
total energy = -111379.434 eV
LUMO = 3.963 eV

natural (NBO) atomic charges, in units of e:
1 Sr 1.783
2 C -0.755
3 S 0.206
4 C -0.048
5 S -0.448
6 N -0.449
7 N -0.289
8 C 0.048
9 C 0.183
10 C -0.220
11 C -0.163
12 C -0.276
13 C 0.046
14 N -0.485
15 H 0.200
16 H 0.250
17 H 0.210
18 H 0.163
19 H 0.220
20 H 0.212
21 H 0.222
22 H 0.212
23 F -0.954
24 F -0.465
25 C 0.413
26 F -0.420
27 F -0.416
28 C -0.730
29 C 0.657
30 N -0.839
31 O -0.652
32 H 0.218
33 H 0.246
34 H 0.252
35 H 0.419
36 H 0.416
37 C -0.748
38 S 0.249
39 C -0.537
40 C -0.338
41 S -0.418
42 S 0.484
43 C -0.574
44 S -0.222
45 S 0.476
46 H 0.211
47 H 0.245
48 H 0.204

=====

Record 2
Formula: C15H16F5NO2
Source: the OMol25 dataset
Level of theory: wB97M-V/def2-TZVPD

Atoms and positions in Å:
O -2.8660 0.1613 -2.4274
F 0.9595 5.3952 2.2929
F -0.7837 5.7532 0.8984
F -0.9752 4.8390 2.9016
F -1.4236 -3.9261 0.4774
F -0.6180 -3.5221 -1.3579
O -2.4467 -2.0145 -2.8192
C -2.5765 -0.9276 -1.9764
C -0.1607 3.1842 -0.1059
C 0.1140 2.3461 2.0567
C -0.1752 1.8591 -0.6689
C 0.1419 0.9878 1.5143
C -0.0720 3.5001 1.2512
C 0.0902 0.7267 0.1323
N 1.6480 -1.0010 0.0038
C -0.2683 4.9152 1.8098
C 2.7919 -0.1514 -0.5864
C 1.9695 -2.4462 -0.1032
C 0.8653 -3.3826 0.4064
C -2.3821 -1.2040 -0.4293
C -0.4705 -3.0688 -0.1834
C -0.9228 -1.6520 0.0196
C 0.2530 -0.6697 -0.4213
H -2.5352 -1.4774 -3.6506
H -0.3008 4.0628 -0.7861
H 0.3775 2.5845 3.1024
H -0.2175 1.8405 -1.7654
H 0.4104 0.1980 2.2225
H 3.1282 0.6449 0.0851
H 2.4285 0.4540 -1.4484
H 3.6327 -0.7085 -0.8605
H 2.0624 -2.7707 -1.1679
H 2.8753 -2.5629 0.4148
H 1.3176 -4.3476 0.0988
H 0.6963 -3.2546 1.4622
H -2.5935 -0.2527 0.1790
H -3.1542 -1.9359 -0.1326
H -1.0207 -1.4976 1.1121
H 0.2010 -0.6791 -1.5507

Output
SMILES = CN1CCC(F)(F)[C@H](CC(=O)O)[C@H]1c1ccc(C(F)(F)F)cc1
gap between HOMO and LUMO = 9.580 eV
total energy = -34986.433 eV
LUMO = 0.625 eV

natural (NBO) atomic charges, in units of e:
1 O -0.596
2 F -0.350
3 F -0.305
4 F -0.302
5 F -0.398
6 F -0.306
7 O -0.672
8 C 0.784
9 C -0.174
10 C -0.187
11 C -0.208
12 C -0.163
13 C -0.159
14 C -0.032
15 N -0.456
16 C 0.981
17 C -0.416
18 C -0.201
19 C -0.471
20 C -0.503
21 C 0.699
22 C -0.273
23 C -0.063
24 H 0.496
25 H 0.224
26 H 0.225
27 H 0.228
28 H 0.219
29 H 0.208
30 H 0.195
31 H 0.205
32 H 0.160
33 H 0.208
34 H 0.242
35 H 0.226
36 H 0.254
37 H 0.263
38 H 0.238
39 H 0.181

=====

Record 3
Formula: C15H16FeN2O4
Source: the OMol25 dataset
Level of theory: wB97M-V/def2-TZVPD

Atoms and positions in Å:
C -0.9662 2.3389 3.1314
C -1.4126 1.4678 2.0560
C -1.5442 0.0561 1.9998
Fe -1.0638 -0.9047 0.1420
C -0.0406 -2.0488 1.0542
O 0.6184 -2.6999 1.7646
C 0.1687 0.7196 0.0236
O -0.1061 1.8716 -0.2096
C -2.5230 -2.1049 -0.5597
C -1.3217 -2.2249 -1.3510
C -1.0061 -0.9310 -1.8831
C -2.0147 -0.0024 -1.4181
C -2.9542 -0.7354 -0.6153
H -1.7671 2.5091 3.8673
H -0.0995 1.9303 3.6606
H -0.6987 3.3173 2.7059
H -1.9987 1.9862 1.2911
H -1.0256 -0.4601 2.8265
H -2.5939 -0.2988 1.8985
H -3.0478 -2.9252 -0.0764
H -0.7811 -3.1451 -1.5627
H -0.1835 -0.7051 -2.5586
H -2.1056 1.0414 -1.6991
H -3.8680 -0.3358 -0.1841
C 3.1500 -0.9345 5.3107
C 2.7482 -0.4637 3.9567
C 1.4773 -0.0520 3.6654
N 1.0575 0.3192 2.4225
C 1.9466 0.2633 1.4762
O 1.6494 0.4837 0.1963
N 3.2450 0.0228 1.6959
C 3.7513 -0.4718 2.9133
O 4.9157 -0.8503 2.9470
H 4.2258 -1.1517 5.3259
H 2.9225 -0.1715 6.0696
H 2.6025 -1.8415 5.6114
H 0.7196 -0.0302 4.4524
H 3.8441 0.0100 0.8760

Output
energy above the lowest of the compared OMol25 structures with the same formula, charge and spin = 0.000 eV
gap between HOMO and LUMO (spin up / spin down) = 6.608 / 7.363 eV
total energy = -61366.335 eV
multiplicity = 5
<S²> = 6.150
LUMO (spin up / spin down) = -0.097 / -1.185 eV

natural (NBO) atomic charges, in units of e:
1 C -0.684
2 C 0.044
3 C -0.620
4 Fe 0.807
5 C 0.544
6 O -0.464
7 C 0.477
8 O -0.617
9 C -0.379
10 C -0.320
11 C -0.316
12 C -0.308
13 C -0.318
14 H 0.237
15 H 0.230
16 H 0.230
17 H 0.188
18 H 0.212
19 H 0.240
20 H 0.253
21 H 0.252
22 H 0.258
23 H 0.266
24 H 0.249
25 C -0.639
26 C -0.189
27 C 0.071
28 N -0.615
29 C 0.739
30 O -0.574
31 N -0.593
32 C 0.640
33 O -0.613
34 H 0.248
35 H 0.217
36 H 0.219
37 H 0.196
38 H 0.431

=====

Record 4
Formula: C15H16NO4RuSe4
Source: the OMol25 dataset
Level of theory: wB97M-V/def2-TZVPD

Atoms and positions in Å:
Ru -0.7233 0.6723 0.0241
O 1.3413 0.4473 0.2910
C 2.2145 1.4619 0.8062
C 2.6475 2.3532 -0.3430
C 1.4753 2.7352 -1.2543
C 0.4014 3.4854 -0.5218
C 0.4739 4.8665 -0.4034
C -0.5093 5.5624 0.2705
C -1.5721 4.8551 0.8117
C -1.5956 3.4888 0.6664
N -0.6239 2.7995 0.0296
H 1.4038 -0.4769 0.7178
H 3.0732 0.9746 1.2663
H 1.6911 2.0270 1.5824
H 3.4039 1.8479 -0.9442
H 3.1107 3.2514 0.0722
H 1.0587 1.8371 -1.7137
H 1.8364 3.3540 -2.0752
H 1.3092 5.3814 -0.8586
H -0.4555 6.6389 0.3624
H -2.3782 5.3482 1.3349
H -2.4040 2.8985 1.0695
Se -2.8730 0.7525 -1.0674
Se -3.9438 -0.9716 -0.0391
Se -3.1815 -1.0605 2.1472
Se -1.5279 0.4350 2.4538
O 1.7461 -4.4197 0.9306
C 0.6374 -4.6089 0.1953
C 0.3648 -5.9152 -0.2136
C -0.7580 -6.1845 -0.9617
C -1.6425 -5.1642 -1.3313
C -1.3715 -3.8765 -0.9420
C -0.2320 -3.5715 -0.1745
C 0.0449 -2.1941 0.2228
O 1.0167 -1.9090 0.9565
O -0.7903 -1.2861 -0.2110
H 1.7854 -3.4796 1.1734
H 1.0536 -6.6960 0.0779
H -0.9551 -7.2042 -1.2666
H -2.5226 -5.3886 -1.9169
H -2.0294 -3.0671 -1.2242

Output
net charge = +1
energy above the lowest of the compared OMol25 structures with the same formula, charge and spin = 0.000 eV
gap between HOMO and LUMO (spin up / spin down) = 7.188 / 5.312 eV
total energy = -289457.416 eV
multiplicity = 5
<S²> = 6.026
LUMO (spin up / spin down) = -3.798 / -5.681 eV

natural (NBO) atomic charges, in units of e:
1 Ru 0.910
2 O -0.766
3 C -0.067
4 C -0.410
5 C -0.452
6 C 0.262
7 C -0.239
8 C -0.106
9 C -0.245
10 C 0.062
11 N -0.496
12 H 0.536
13 H 0.214
14 H 0.175
15 H 0.233
16 H 0.225
17 H 0.224
18 H 0.249
19 H 0.240
20 H 0.243
21 H 0.248
22 H 0.231
23 Se -0.001
24 Se 0.161
25 Se 0.234
26 Se -0.130
27 O -0.662
28 C 0.461
29 C -0.299
30 C -0.131
31 C -0.262
32 C -0.123
33 C -0.329
34 C 0.825
35 O -0.717
36 O -0.714
37 H 0.508
38 H 0.237
39 H 0.226
40 H 0.225
41 H 0.220

=====

Record 5
Formula: C15H16O4S
Source: the OMol25 dataset
Level of theory: wB97M-V/def2-TZVPD

Atoms and positions in Å:
O -4.0400 -1.5097 0.9466
O -0.3052 -1.2434 -1.9461
O -1.6044 -0.7957 3.2877
O -3.1460 -2.9423 2.5008
S 0.9652 0.9961 0.8224
C -3.2878 -1.7451 1.8740
C 0.0698 -0.0958 -1.6732
C -2.3519 -0.6595 2.3206
C -0.2803 0.3900 -0.2576
C -1.5873 0.2594 0.1271
C 2.7142 2.2004 -4.1712
C 2.6521 0.8236 -4.3220
C 1.9314 2.8062 -3.2281
C 1.7164 0.0617 -3.6217
C 1.0420 2.0828 -2.4245
C 0.9723 0.6787 -2.5999
C 1.8975 -0.5671 1.0840
C -2.1645 0.6101 1.4502
C -3.2999 -4.8153 0.9739
C -3.9834 -4.0575 2.1183
H -2.2729 -0.1788 -0.6134
H 3.4666 2.7153 -4.7637
H 3.2856 0.3558 -5.0544
H 2.0281 3.8832 -3.0675
H 1.5464 -0.9957 -3.8262
H 0.4057 2.5852 -1.7087
H 2.5350 -0.7868 0.1876
H 1.1839 -1.3736 1.2087
H 2.5228 -0.5225 1.9626
H -3.1097 1.1145 1.3198
H -1.5262 1.2819 2.0006
H -3.9103 -5.6244 0.6080
H -2.3401 -5.2048 1.2864
H -3.1498 -4.1053 0.1383
H -4.0600 -4.7303 2.9637
H -5.0001 -3.7065 1.9072

Output
SMILES = CCOC(=O)C(=O)C/C=C(\SC)C(=O)c1ccccc1
energy above the lowest of the compared OMol25 structures with the same formula, charge and spin = 0.534 eV
gap between HOMO and LUMO = 8.308 eV
total energy = -34838.538 eV
LUMO = -0.414 eV

natural (NBO) atomic charges, in units of e:
1 O -0.563
2 O -0.538
3 O -0.463
4 O -0.481
5 S 0.223
6 C 0.689
7 C 0.533
8 C 0.491
9 C -0.281
10 C -0.109
11 C -0.198
12 C -0.212
13 C -0.206
14 C -0.157
15 C -0.166
16 C -0.162
17 C -0.727
18 C -0.540
19 C -0.633
20 C -0.070
21 H 0.236
22 H 0.219
23 H 0.214
24 H 0.214
25 H 0.236
26 H 0.225
27 H 0.218
28 H 0.227
29 H 0.235
30 H 0.245
31 H 0.253
32 H 0.218
33 H 0.217
34 H 0.223
35 H 0.193
36 H 0.197

=====

Record 6
Formula: C15H17BrN4O2S
Source: the OMol25 dataset
Level of theory: wB97M-V/def2-TZVPD

Atoms and positions in Å:
C 5.0066 -0.0242 -1.0790
C 3.5476 0.1188 -0.6698
H 2.9619 -0.6672 -1.1461
H 3.4533 0.0087 0.4134
C 2.9827 1.4795 -1.0884
C 1.5944 1.6819 -0.6159
N 0.5845 1.8781 -1.3813
N -0.5641 2.0752 -0.7455
C -0.4419 2.0275 0.5379
N -1.4983 2.2032 1.3941
C -1.3968 2.0066 2.7445
O -0.3386 1.7504 3.2744
C -2.7212 2.0530 3.4789
H -2.5668 2.4828 4.4685
H -3.4414 2.6567 2.9272
C -3.2504 0.6088 3.6164
C -3.1190 -0.0381 2.2436
O -3.9282 0.1509 1.3633
N -1.9597 -0.7394 2.0979
C -1.3281 -1.1285 0.9107
C -0.0504 -1.6761 1.0151
C 0.6585 -2.0206 -0.1171
C 0.0917 -1.8006 -1.3617
C -1.1790 -1.2681 -1.4828
C -1.8945 -0.9405 -0.3470
H -2.8831 -0.5235 -0.4364
H -1.6084 -1.0985 -2.4573
Br 1.0846 -2.2336 -2.9244
H 1.6453 -2.4483 -0.0316
H 0.3966 -1.8179 1.9885
H -1.3768 -0.8401 2.9188
H -4.2993 0.6331 3.9098
H -2.6754 0.0698 4.3689
H -2.3957 2.3459 0.9490
S 1.1781 1.7070 1.1003
H 2.9846 1.5677 -2.1757
H 3.6136 2.2700 -0.6724
H 5.6179 0.7356 -0.5969
H 5.3852 -1.0025 -0.7934
H 5.1097 0.0814 -2.1562

Output
SMILES = CCCc1nnc(NC(=O)CCC(=O)Nc2ccc(Br)cc2)s1
energy above the lowest of the compared OMol25 structures with the same formula, charge and spin = 0.000 eV
gap between HOMO and LUMO = 9.030 eV
total energy = -106765.196 eV
LUMO = 0.509 eV

natural (NBO) atomic charges, in units of e:
1 C -0.602
2 C -0.384
3 H 0.209
4 H 0.194
5 C -0.455
6 C 0.058
7 N -0.261
8 N -0.302
9 C 0.197
10 N -0.630
11 C 0.694
12 O -0.607
13 C -0.482
14 H 0.246
15 H 0.225
16 C -0.477
17 C 0.682
18 O -0.613
19 N -0.628
20 C 0.216
21 C -0.254
22 C -0.223
23 C -0.096
24 C -0.199
25 C -0.255
26 H 0.261
27 H 0.234
28 Br 0.051
29 H 0.230
30 H 0.214
31 H 0.407
32 H 0.244
33 H 0.216
34 H 0.438
35 S 0.378
36 H 0.238
37 H 0.216
38 H 0.201
39 H 0.211
40 H 0.206

=====

Record 7
Formula: C15H17BrNO4PdS
Source: the OMol25 dataset
Level of theory: wB97M-V/def2-TZVPD

Atoms and positions in Å:
Pd -0.2878 -1.0925 -0.0138
C 4.3577 -0.1217 -1.1114
C 2.8979 0.2053 -0.7872
O 2.1937 -0.7344 -0.4462
C 2.4568 1.6017 -0.8914
C 3.4486 2.6033 -0.9720
C 3.1708 3.9461 -1.0560
C 1.8129 4.3364 -1.0853
C 0.8133 3.4092 -1.0305
C 1.0546 1.9827 -0.9267
O 0.0750 1.1971 -0.9046
H 4.4414 -1.2042 -1.1681
H 5.0223 0.2390 -0.3218
H 4.6803 0.3284 -2.0520
H 4.4900 2.3040 -0.9471
H 3.9671 4.6787 -1.0997
H 1.5613 5.3907 -1.1554
H -0.2290 3.7070 -1.0594
O -5.7058 -3.6266 -0.8459
C -4.5832 -2.8666 -0.9766
C -4.6089 -1.4802 -0.9595
C -3.4089 -0.8027 -1.0979
N -2.2336 -1.4104 -1.2401
C -2.2512 -2.7320 -1.2678
Br -0.5537 -3.5458 -1.4756
C -3.3775 -3.5233 -1.1424
H -6.4606 -3.0429 -0.7068
H -5.5375 -0.9356 -0.8317
H -3.3722 0.2801 -1.0758
H -3.3220 -4.6013 -1.1576
C 0.8676 -1.3136 3.4478
S -0.4683 -1.1112 2.2452
C -0.6251 0.6832 2.5009
O -1.6491 -1.7206 2.9543
H 1.6691 -0.6038 3.2370
H 1.2413 -2.3319 3.3533
H 0.4307 -1.1537 4.4367
H 0.3602 1.1431 2.5705
H -1.1982 0.8267 3.4231
H -1.1399 1.0923 1.6377

Output
net charge = -1
gap between HOMO and LUMO = 5.542 eV
total energy = -109868.238 eV
LUMO = 2.474 eV

natural (NBO) atomic charges, in units of e:
1 Pd 0.112
2 C -0.711
3 C 0.567
4 O -0.609
5 C -0.343
6 C -0.142
7 C -0.354
8 C -0.207
9 C -0.277
10 C 0.436
11 O -0.745
12 H 0.224
13 H 0.213
14 H 0.212
15 H 0.189
16 H 0.191
17 H 0.187
18 H 0.192
19 O -0.662
20 C 0.337
21 C -0.356
22 C 0.079
23 N -0.483
24 C 0.176
25 Br 0.079
26 C -0.339
27 H 0.476
28 H 0.209
29 H 0.210
30 H 0.237
31 C -0.822
32 S 1.235
33 C -0.826
34 O -1.031
35 H 0.220
36 H 0.224
37 H 0.216
38 H 0.221
39 H 0.211
40 H 0.252

=====

Record 8
Formula: C15H17F2N2
Source: the OMol25 dataset
Level of theory: wB97M-V/def2-TZVPD

Atoms and positions in Å:
F -5.3248 1.4446 -1.2853
C -4.0375 1.0377 -1.2770
C -3.7323 -0.3136 -1.2602
C -2.4289 -0.7300 -1.2403
C -1.3561 0.1893 -1.2382
C -0.0468 -0.3563 -1.2183
C 1.2629 0.1883 -1.2394
C 2.3349 -0.7320 -1.2539
C 3.6387 -0.3168 -1.2747
C 3.9452 1.0344 -1.2801
F 5.2328 1.4402 -1.2910
C 2.9149 1.9613 -1.2671
C 1.6041 1.5573 -1.2482
C -1.6958 1.5585 -1.2608
C -3.0062 1.9636 -1.2777
H -4.5402 -1.0226 -1.2649
H -2.2089 -1.7827 -1.2363
H -0.0470 -1.4342 -1.1888
H 2.1140 -1.7845 -1.2588
H 4.4460 -1.0265 -1.2892
H 3.1735 3.0057 -1.2699
H 0.8422 2.3081 -1.2407
H -0.9331 2.3084 -1.2708
H -3.2638 3.0082 -1.2900
C -1.1281 -1.6694 2.5481
N 0.0719 -0.9280 2.1627
C 1.2802 -1.7071 2.4389
N 0.1484 0.3705 2.7758
H -1.1616 -2.6254 2.0292
H -1.1295 -1.8412 3.6228
H -2.0146 -1.0961 2.2842
H 1.2360 -2.6632 1.9216
H 2.1574 -1.1636 2.0942
H 1.3752 -1.8803 3.5089
H 0.9510 0.8268 2.3659
H -0.6742 0.8706 2.4692

Output
net charge = +1
energy above the lowest of the compared OMol25 structures with the same formula, charge and spin = 0.000 eV
gap between HOMO and LUMO = 4.699 eV
total energy = -24237.201 eV
LUMO = -5.974 eV

natural (NBO) atomic charges, in units of e:
1 F -0.278
2 C 0.510
3 C -0.294
4 C -0.062
5 C -0.206
6 C 0.144
7 C -0.106
8 C -0.085
9 C -0.293
10 C 0.500
11 F -0.278
12 C -0.271
13 C -0.120
14 C -0.081
15 C -0.283
16 H 0.257
17 H 0.231
18 H 0.217
19 H 0.230
20 H 0.257
21 H 0.254
22 H 0.217
23 H 0.216
24 H 0.255
25 C -0.425
26 N -0.300
27 C -0.425
28 N -0.661
29 H 0.206
30 H 0.192
31 H 0.194
32 H 0.205
33 H 0.193
34 H 0.193
35 H 0.348
36 H 0.349